DFT (the ωB97M-V functional and the def2-TZVPD basis) results for 2 unconnected molecules or ions with the total composition C6H12NO3PS.

Calculated values
Orbital gap (alpha / beta) in eV: 7.95 / 7.83
Molecular weight in u: 209.207
E_tot in Eh: -1255.66183
2S+1: 3
HOMO level (alpha / beta) in Ha: -0.275 / -0.344
Total charge: 0

Structure (XYZ):
```
24
C6H12NO3PS (the ωB97M-V functional and the def2-TZVPD basis)
C 0.938 0.386 0.612
C -1.154 -0.320 -0.591
C -1.270 0.947 1.483
C -2.060 0.763 -1.171
C -2.147 1.983 0.787
C 1.426 -3.236 -0.533
N -0.409 0.371 0.477
O 1.515 0.735 1.664
O -2.870 1.441 -0.279
O 4.838 0.251 -0.765
P 1.937 0.148 -0.908
S 3.525 0.395 0.331
H -1.683 -1.060 0.010
H -0.332 -0.671 -1.175
H -0.602 1.278 2.164
H -2.053 0.353 1.915
H -1.493 1.518 -1.761
H -2.661 0.328 -1.864
H -2.867 2.212 1.499
H -1.610 2.805 0.437
H 0.368 -3.459 -0.451
H 1.791 -2.809 0.385
H 2.007 -3.646 -1.369
H 4.866 -0.712 -0.900
```

Results of the Löwdin charge analysis, in e, for atoms 1 through 2: -0.78 -0.10